## P
14
Properties=species:S:1:pos:R:3:nbo_charge:R:1 method="wB97M-V/def2-TZVPD" multiplicity=2 total_charge=-1 mol_weight_g_mol=71.12 s2=0.75 gap_ev="2.86 / 7.24"
N 0.22770 -0.05294 1.99462 -1.068
C -0.02499 -0.06547 -0.47122 -0.193
C 0.05639 -0.72452 0.78933 -0.210
C 0.06388 -0.81772 -1.75383 -0.647
C -0.37506 1.44088 -0.48566 -0.811
H 0.78021 -1.69604 -1.80573 0.205
H 0.88097 -0.38847 2.80847 0.262
H -0.05860 2.10882 0.29581 0.197
H -1.44279 1.49739 -0.57705 0.188
H 0.24422 -1.81891 0.86431 0.179
H -0.95297 -1.03562 -2.13467 0.182
H 0.02487 1.83995 -1.40629 0.185
H 0.46047 -0.12759 -2.51103 0.196
H 0.14843 0.99202 2.03210 0.335

## Q
14
Properties=species:S:1:pos:R:3:nbo_charge:R:1 method="wB97M-V/def2-TZVPD" multiplicity=2 total_charge=-1 mol_weight_g_mol=71.12 s2=0.75 gap_ev="2.81 / 8.10"
N -0.00223 -0.40463 -0.03868 -0.640
C 0.12515 -0.81524 1.25490 -0.021
C 0.05450 1.71640 -1.20557 -1.061
C -0.80822 0.58359 -0.59492 -0.464
C 0.69495 -2.00725 1.43143 -0.615
H -0.28030 -0.26910 2.02726 0.189
H 0.75470 -0.83217 -0.72090 0.348
H -1.55271 0.12635 -1.30922 0.167
H 0.99049 -2.58237 0.62189 0.176
H -0.09938 1.85133 -2.22120 0.186
H 0.78009 -2.48819 2.42612 0.177
H -1.61543 1.03929 0.08629 0.189
H 1.05467 1.37627 -1.08723 0.194
H -0.09628 2.70573 -0.67017 0.175

Stability, descending: P, Q

## P
17
Properties=species:S:1:pos:R:3:nbo_charge:R:1 method="wB97M-V/def2-TZVPD" total_charge=0 mol_weight_g_mol=138.26 smiles="C=CO.CCSS" gap_ev=9.34
S -0.76275 1.95965 -1.69038 -0.158
S -0.35502 0.05674 -2.36151 0.094
O 1.83301 1.75972 0.77532 -0.691
C 0.80994 1.34413 1.56638 0.140
C -0.42494 -1.02851 -0.90906 -0.537
C 0.90588 1.28911 2.89084 -0.521
C -0.58746 -2.47488 -1.36236 -0.617
H -1.59372 -2.67772 -1.72498 0.214
H -1.27471 -0.75930 -0.28762 0.217
H 0.04347 0.95451 3.44411 0.209
H 0.11756 -2.74885 -2.15024 0.214
H 1.51757 1.94007 -0.12163 0.486
H 1.82631 1.62719 3.34333 0.209
H 0.49415 -0.94893 -0.33248 0.219
H -2.11380 1.85266 -1.61180 0.137
H -0.06725 0.98155 1.04855 0.162
H -0.36822 -3.12713 -0.51648 0.223

## Q
17
Properties=species:S:1:pos:R:3:nbo_charge:R:1 method="wB97M-V/def2-TZVPD" total_charge=0 mol_weight_g_mol=138.26 smiles=CSSCCCO gap_ev=9.66
S -2.12480 -0.59422 0.68742 0.025
S -0.19123 -0.21504 1.06164 0.104
O 3.40936 -0.45119 -2.06962 -0.718
C 1.14886 -0.02249 -1.46509 -0.462
C -2.80526 0.91983 1.69274 -0.695
C 0.34344 0.64481 -0.42685 -0.575
C 2.57724 0.31623 -1.19208 -0.058
H 0.78019 1.55266 0.03738 0.228
H 1.02904 -1.16655 -1.41046 0.208
H 2.65987 1.43246 -1.40564 0.175
H 1.02729 0.27735 -2.57141 0.226
H -3.88123 0.95703 2.01052 0.231
H 2.88723 -0.02523 -0.19814 0.174
H -2.05389 0.65677 2.47891 0.232
H -0.53557 1.15701 -0.73416 0.241
H 2.81816 -1.16357 -2.35222 0.459
H -2.53524 1.72948 1.06494 0.206

Stability, descending: P, Q

## P
7
Properties=species:S:1:pos:R:3:nbo_charge:R:1 method="wB97M-V/def2-TZVPD" total_charge=0 mol_weight_g_mol=115.54 smiles="N=S(=O)=O.Cl" gap_ev=10.80
Cl 4.16217 1.18122 -0.38495 -0.275
S -1.23030 -0.41418 -0.03430 2.311
O -0.21937 0.22379 0.70466 -0.839
O -1.76357 0.31724 -1.13726 -0.843
N -1.87421 -1.57318 0.63242 -1.022
H -2.62285 -2.01039 0.24621 0.393
H 3.54813 2.27549 -0.02680 0.275

## Q
7
Properties=species:S:1:pos:R:3:nbo_charge:R:1 method="wB97M-V/def2-TZVPD" total_charge=0 mol_weight_g_mol=115.54 gap_ev=10.07
Cl -0.28721 -0.53841 3.67275 -0.300
S 0.82833 0.67690 2.34735 1.529
O 1.65897 -0.28637 1.64103 -0.903
O -0.31086 1.03301 1.19417 -0.555
N -0.58904 0.08694 0.26371 -0.507
H 0.37472 -0.33966 0.29633 0.377
H -1.44161 -0.43034 0.60824 0.358

## R
7
Properties=species:S:1:pos:R:3:nbo_charge:R:1 method="wB97M-V/def2-TZVPD" total_charge=0 mol_weight_g_mol=115.54 gap_ev="8.95 / 5.85"
Cl -1.43960 -0.58467 2.59367 -0.199
S 0.38603 0.35543 2.47997 1.022
O -1.05117 0.27301 -1.97033 -0.382
O 0.89435 0.15313 1.11155 -0.804
N 0.10009 0.01919 -1.52677 -0.333
H 0.79830 -0.36589 -2.16081 0.328
H 0.31200 0.14980 -0.52727 0.368

Stability, descending: P, Q, R